# 1
# C41H39MoN3O8Te

C41H39MoN3O8Te as an isolated structure (ωB97M-V with the def2-TZVPD basis set, the OMol25 dataset).

Geometry as XYZ:
```
93
C41H39MoN3O8Te ωB97M-V with the def2-TZVPD basis set
Mo 1.312 0.775 -0.593
C -0.936 -4.566 4.360
O -1.109 -3.367 3.626
C -1.920 -2.412 4.151
C -2.565 -2.493 5.374
C -3.383 -1.448 5.793
C -3.578 -0.342 4.989
C -2.950 -0.268 3.751
C -2.100 -1.279 3.338
N -1.427 -1.277 2.100
C -0.640 -0.290 1.595
N -0.623 0.873 2.246
C 0.199 1.995 2.038
C 1.095 2.131 0.992
C 1.866 3.311 0.959
C 1.740 4.280 1.925
C 0.821 4.134 2.968
C 0.049 2.997 3.020
O -0.888 2.723 3.987
C -0.999 3.630 5.066
N 0.051 -0.503 0.474
C 0.217 -1.883 0.116
C -0.437 -2.444 -0.965
C -0.175 -3.756 -1.342
C 0.756 -4.492 -0.629
C 1.407 -3.948 0.472
C 1.125 -2.647 0.870
O 1.634 -2.047 1.965
C 2.822 -2.595 2.523
H -0.298 -5.198 3.749
H -1.893 -5.065 4.528
H -0.448 -4.370 5.318
H -2.430 -3.357 6.008
H -3.876 -1.516 6.753
H -4.228 0.461 5.307
H -3.140 0.575 3.099
H -1.247 -2.195 1.715
H -1.153 0.918 3.106
H 2.563 3.454 0.144
H 2.350 5.173 1.879
H 0.725 4.905 3.717
H -1.740 3.209 5.741
H -1.335 4.611 4.721
H -0.045 3.735 5.588
H -1.144 -1.839 -1.521
H -0.690 -4.182 -2.191
H 0.988 -5.505 -0.928
H 2.137 -4.534 1.011
H 3.132 -1.897 3.297
H 3.606 -2.668 1.765
H 2.628 -3.572 2.976
O 7.508 0.110 -0.827
C 6.315 0.230 -0.833
C 5.519 1.380 -1.494
O 5.983 2.304 -2.114
C 4.119 1.069 -1.165
C 4.024 -0.105 -0.449
O 2.806 -0.480 -0.142
C 5.301 -0.732 -0.184
O 5.559 -1.759 0.409
O 3.019 1.690 -1.437
C 0.026 5.490 -2.979
C -0.551 4.131 -3.398
C -0.116 3.807 -4.834
C -2.082 4.166 -3.311
C -0.039 3.094 -2.493
C 0.377 2.239 -1.732
H -0.320 6.268 -3.661
H 1.115 5.466 -3.000
H -0.290 5.746 -1.967
H -0.532 4.546 -5.521
H -0.466 2.817 -5.135
H 0.970 3.821 -4.922
H -2.466 4.986 -3.922
H -2.409 4.316 -2.282
H -2.516 3.234 -3.677
C 0.589 -2.012 -4.319
Te 0.872 -0.038 -3.521
C -1.260 0.088 -3.578
C -1.779 -1.283 -3.918
C -3.143 -1.557 -3.857
C -3.622 -2.824 -4.138
C -2.737 -3.836 -4.487
C -1.379 -3.571 -4.550
C -0.888 -2.301 -4.266
H 1.171 -2.748 -3.766
H 0.953 -1.987 -5.347
H -1.532 0.825 -4.334
H -1.615 0.452 -2.613
H -3.831 -0.767 -3.581
H -4.684 -3.025 -4.084
H -3.105 -4.829 -4.706
H -0.687 -4.360 -4.818
```

Computed properties:
highest occupied orbital energy (spin up / spin down) = -0.2635 / -0.2878 Eh
HOMO-LUMO gap (spin up / spin down) = 6.252 / 7.364 eV
expectation value of S² = 2.018
net charge = 0
2S+1 = 3
molar mass = 925.3 g mol⁻¹

Mulliken atomic charge list, values in e, 5 entries: -0.95, -1.08, -0.21, 0.55, -0.54

=====

# 2
# C41H40ClGeN4O6S2Tc

C41H40ClGeN4O6S2Tc as an isolated structure (ωB97M-V with the def2-TZVPD basis set, the OMol25 dataset).

Geometry as XYZ:
```
96
C41H40ClGeN4O6S2Tc ωB97M-V with the def2-TZVPD basis set
Tc -1.196 0.971 0.313
C -5.529 1.791 0.317
C -6.074 0.643 0.866
C -5.250 -0.426 1.149
C -3.888 -0.336 0.889
N -3.360 0.803 0.405
C -4.171 1.838 0.124
C -2.910 -1.389 1.139
C -3.270 -2.650 1.616
C -2.302 -3.543 2.033
C -0.970 -3.138 2.033
C -0.623 -1.894 1.529
C -1.566 -1.026 0.991
H -6.125 2.665 0.093
H -7.135 0.586 1.079
H -5.649 -1.334 1.578
H -3.709 2.735 -0.266
H -4.317 -2.928 1.677
H -2.582 -4.525 2.396
H -0.192 -3.781 2.433
H 0.408 -1.588 1.592
O 0.599 1.300 1.520
S -0.141 1.440 2.814
O 0.427 0.723 3.910
O -1.516 1.003 2.433
C -0.100 3.151 3.318
C 1.000 3.464 4.108
C 1.155 4.750 4.590
C 0.209 5.725 4.305
C -0.889 5.423 3.514
C -1.054 4.141 3.014
S -2.419 3.859 1.899
O -2.813 5.143 1.375
O -3.430 3.141 2.630
O -1.688 3.063 0.846
H 1.720 2.692 4.347
H 2.019 4.993 5.197
H 0.336 6.730 4.689
H -1.625 6.174 3.249
C -2.739 2.287 -3.959
N -2.266 0.913 -3.973
C -2.783 0.094 -5.065
C -1.824 0.331 -2.816
N -2.095 0.848 -1.658
N -1.119 -0.816 -2.920
C -0.159 -0.994 -4.018
C -0.724 -1.435 -1.649
H -2.721 2.667 -4.980
H -2.078 2.912 -3.359
H -3.768 2.368 -3.585
H -3.854 0.276 -5.186
H -2.642 -0.961 -4.849
H -2.284 0.335 -6.005
H -2.716 1.632 -1.744
H -0.278 -0.217 -4.770
H -0.282 -1.974 -4.485
H 0.859 -0.934 -3.629
H -1.617 -1.749 -1.113
H 0.581 0.202 -1.573
H -0.181 -2.330 -1.927
Cl 0.113 2.398 -1.031
C 0.130 -0.452 -0.836
Ge 1.933 -1.125 -0.205
C 3.299 0.210 -0.655
C 4.494 0.219 0.071
C 5.542 1.064 -0.284
C 5.416 1.906 -1.381
C 4.241 1.902 -2.119
C 3.195 1.061 -1.759
C 2.288 -2.617 -1.454
C 3.153 -2.453 -2.536
C 3.373 -3.487 -3.444
C 2.733 -4.708 -3.276
C 1.873 -4.894 -2.197
C 1.655 -3.857 -1.299
C 2.494 -1.809 1.553
C 2.473 -0.964 2.667
C 2.902 -1.409 3.910
C 3.374 -2.708 4.058
C 3.423 -3.551 2.956
C 2.984 -3.105 1.711
H 4.611 -0.435 0.926
H 6.457 1.061 0.297
H 6.233 2.562 -1.662
H 4.136 2.558 -2.976
H 2.282 1.089 -2.340
H 3.674 -1.506 -2.669
H 4.050 -3.340 -4.279
H 2.904 -5.516 -3.980
H 1.376 -5.847 -2.055
H 0.965 -4.009 -0.472
H 2.109 0.051 2.571
H 2.862 -0.738 4.760
H 3.706 -3.062 5.027
H 3.805 -4.561 3.059
H 3.051 -3.771 0.861
```

Computed properties:
highest occupied orbital energy = -0.3159 Eh
HOMO-LUMO gap = 7.545 eV
net charge = 0
molar mass = 955.0 g mol⁻¹
energy relative to the best compared isomer or geometry (same formula, charge and spin) = 0.5925 eV

Mulliken atomic charge list, values in e, 5 entries: -0.78, -1.66, -0.73, -0.99, 0.40

=====

# 3
# C41H40CoI2N3OS

C41H40CoI2N3OS as an isolated structure in a non-equilibrium geometry (ωB97M-V with the def2-TZVPD basis set, the OMol25 dataset).

Geometry as XYZ:
```
89
C41H40CoI2N3OS ωB97M-V with the def2-TZVPD basis set
Co -0.180 -0.070 0.038
I 0.239 -0.585 2.821
C -1.243 -2.036 2.616
C -1.585 -2.740 3.733
C -2.560 -3.758 3.642
C -3.136 -4.030 2.440
C -2.789 -3.304 1.272
C -3.403 -3.617 0.039
C -3.077 -2.906 -1.078
C -2.139 -1.856 -1.007
C -1.494 -1.501 0.156
C -1.822 -2.255 1.330
H -1.113 -2.523 4.681
H -2.835 -4.315 4.529
H -3.880 -4.814 2.353
H -4.122 -4.427 0.002
H -3.535 -3.146 -2.031
H -1.907 -1.311 -1.913
I -5.275 3.211 0.215
C -3.344 2.548 0.478
C -2.229 3.295 0.853
N -1.153 2.510 0.881
N -1.546 1.265 0.530
C -2.861 1.263 0.279
H -2.163 4.343 1.101
H 0.664 2.122 0.481
H -3.379 0.366 -0.011
C 1.641 -3.827 -4.748
C 1.448 -3.104 -3.438
C 1.732 -3.755 -2.241
C 1.584 -3.067 -1.034
C 1.860 -3.729 0.290
C 1.157 -1.762 -1.072
C 0.753 -1.072 -2.254
C 0.977 -1.796 -3.456
N 0.164 0.115 -2.028
C -0.154 1.055 -3.087
C -0.647 2.351 -2.423
C -0.997 3.424 -3.459
C 0.235 3.753 -4.306
C 0.725 2.476 -4.994
C -0.385 1.931 -5.900
C -1.633 1.625 -5.066
C -2.111 2.904 -4.372
C -1.296 0.571 -4.006
C 1.079 1.430 -3.933
H 1.994 -4.846 -4.588
H 2.371 -3.311 -5.377
H 0.706 -3.878 -5.311
H 2.078 -4.783 -2.243
H 2.387 -4.675 0.157
H 0.924 -3.932 0.817
H 2.462 -3.087 0.937
H 1.187 -1.215 -0.108
H 0.742 -1.359 -4.416
H 0.131 2.719 -1.748
H -1.525 2.127 -1.814
H -1.338 4.323 -2.937
H 1.028 4.159 -3.669
H -0.011 4.516 -5.053
H 1.612 2.698 -5.597
H -0.041 1.022 -6.406
H -0.626 2.667 -6.676
H -2.424 1.242 -5.720
H -3.006 2.693 -3.779
H -2.378 3.663 -5.116
H -1.036 -0.374 -4.486
H -2.174 0.384 -3.378
H 1.840 1.824 -3.249
H 1.509 0.549 -4.411
C 8.322 1.573 3.042
C 8.985 1.035 1.805
O 9.898 1.566 1.247
S 8.354 -0.591 1.209
C 6.659 -0.103 0.951
C 6.330 0.692 -0.142
C 5.017 1.085 -0.341
C 4.022 0.695 0.554
C 4.354 -0.121 1.637
C 5.665 -0.519 1.832
C 2.670 1.137 0.382
C 1.495 1.423 0.311
H 8.663 2.588 3.230
H 8.587 0.926 3.879
H 7.237 1.547 2.937
H 7.106 0.999 -0.831
H 4.749 1.695 -1.194
H 3.574 -0.440 2.317
H 5.925 -1.155 2.668
```

Computed properties:
highest occupied orbital energy (spin up / spin down) = -0.1389 / -0.1392 Eh
HOMO-LUMO gap (spin up / spin down) = 5.558 / 5.573 eV
expectation value of S² = 0.788
net charge = -1
2S+1 = 2
molar mass = 935.6 g mol⁻¹

Mulliken atomic charge list, values in e, 5 entries: -0.77, 0.19, 0.30, -0.69, -0.58

=====

# 4
# C41H40FeN5S4Se

C41H40FeN5S4Se as an isolated structure in a non-equilibrium geometry (ωB97M-V with the def2-TZVPD basis set, the OMol25 dataset).

Geometry as XYZ:
```
92
C41H40FeN5S4Se ωB97M-V with the def2-TZVPD basis set
Fe 1.291 -0.363 -0.243
S 0.777 -0.231 2.132
C -0.908 0.076 2.263
N -1.462 0.427 3.472
C -2.850 0.828 3.450
C -3.652 -0.144 2.595
N -3.083 -0.210 1.274
C -3.941 -0.618 0.186
C -4.720 0.538 -0.389
C -4.040 1.529 -1.087
C -4.723 2.594 -1.642
C -6.100 2.679 -1.508
C -6.786 1.695 -0.817
C -6.098 0.629 -0.258
C -1.728 -0.131 1.150
S -1.023 -0.261 -0.417
C -0.652 1.048 4.505
C -0.605 2.551 4.357
C 0.231 3.133 3.412
C 0.246 4.507 3.249
C -0.590 5.309 4.008
C -1.426 4.735 4.950
C -1.429 3.362 5.127
H -2.970 1.846 3.052
H -3.225 0.806 4.477
H -4.687 0.201 2.513
H -3.643 -1.141 3.066
H -4.617 -1.402 0.540
H -3.303 -1.028 -0.600
H -2.969 1.452 -1.192
H -4.181 3.350 -2.191
H -6.636 3.510 -1.943
H -7.862 1.750 -0.718
H -6.641 -0.136 0.280
H 0.349 0.622 4.426
H -1.083 0.770 5.473
H 0.889 2.517 2.817
H 0.915 4.948 2.525
H -0.586 6.381 3.871
H -2.081 5.355 5.546
H -2.073 2.919 5.877
S 2.374 -4.271 1.165
C 0.656 -4.265 1.216
C 0.113 -3.130 0.706
C 1.083 -2.211 0.245
C 2.355 -2.681 0.429
C 3.510 -2.025 -0.077
C 4.805 -2.555 -0.116
C 5.775 -1.882 -0.826
C 5.444 -0.691 -1.466
C 4.165 -0.192 -1.320
N 3.223 -0.841 -0.640
H 0.141 -5.112 1.630
H -0.952 -2.968 0.655
H 5.010 -3.497 0.368
H 6.774 -2.286 -0.909
H 6.160 -0.163 -2.073
H 3.861 0.731 -1.799
C 3.323 1.524 4.675
C 3.748 1.518 3.244
C 5.069 1.301 2.856
C 5.331 1.318 1.497
N 4.384 1.496 0.594
C 3.146 1.647 1.054
S 1.869 1.783 -0.115
N 2.805 1.701 2.333
H 4.146 1.808 5.327
H 2.997 0.520 4.953
H 2.484 2.202 4.812
H 5.845 1.143 3.586
H 6.331 1.173 1.104
C -0.873 -3.815 -7.555
C -0.381 -3.010 -6.392
C 0.474 -1.930 -6.571
C 0.930 -1.177 -5.504
C 1.846 -0.019 -5.741
C 0.523 -1.515 -4.199
Se 1.202 -0.501 -2.700
C -0.335 -2.607 -3.998
C -0.786 -3.041 -2.639
C -0.771 -3.327 -5.098
H -0.406 -3.487 -8.480
H -1.953 -3.710 -7.655
H -0.655 -4.872 -7.406
H 0.792 -1.666 -7.570
H 2.092 0.070 -6.795
H 2.762 -0.146 -5.165
H 1.374 0.902 -5.403
H -0.584 -2.276 -1.898
H -0.262 -3.949 -2.342
H -1.853 -3.252 -2.641
H -1.434 -4.166 -4.938
```

Computed properties:
highest occupied orbital energy (spin up / spin down) = -0.2141 / -0.2664 Eh
HOMO-LUMO gap (spin up / spin down) = 5.673 / 5.352 eV
expectation value of S² = 8.869
net charge = 0
2S+1 = 6
molar mass = 865.9 g mol⁻¹
energy relative to the best compared isomer or geometry (same formula, charge and spin) = 1.8084 eV

Mulliken atomic charge list, values in e, 5 entries: 0.06, -0.13, -0.02, 0.17, -0.69

=====

# 5
# C41H40IIrN6O2S2

C41H40IIrN6O2S2 as an isolated structure in a non-equilibrium geometry (ωB97M-V with the def2-TZVPD basis set, the OMol25 dataset).

Geometry as XYZ:
```
93
C41H40IIrN6O2S2 ωB97M-V with the def2-TZVPD basis set
Ir 0.672 -0.947 -0.031
I -0.445 -0.309 -2.737
C -0.301 -2.436 -3.059
C -0.471 -2.886 -4.340
C -0.524 -4.266 -4.590
C -0.455 -5.145 -3.549
C -0.279 -4.700 -2.223
C -0.262 -5.625 -1.161
C -0.094 -5.200 0.126
C 0.096 -3.838 0.389
C 0.109 -2.894 -0.615
C -0.146 -3.301 -1.949
H -0.575 -2.191 -5.160
H -0.652 -4.613 -5.603
H -0.543 -6.207 -3.718
H -0.401 -6.671 -1.383
H -0.098 -5.902 0.946
H 0.240 -3.536 1.416
C 4.669 4.904 -1.520
C 3.698 4.078 -0.746
C 2.533 3.588 -1.328
C 1.630 2.856 -0.578
C 1.894 2.614 0.758
C 3.053 3.076 1.357
C 3.950 3.805 0.600
S 0.780 1.571 1.676
O -0.390 1.362 0.856
O 0.620 2.029 3.021
N 1.558 0.125 1.580
C 2.580 -0.350 2.324
C 3.101 0.282 3.474
C 4.231 -0.220 4.083
C 4.871 -1.351 3.591
C 4.355 -2.042 2.479
C 4.936 -3.212 1.954
C 4.333 -3.834 0.865
C 3.190 -3.293 0.318
N 2.612 -2.182 0.803
C 3.181 -1.553 1.852
H 4.355 5.029 -2.551
H 5.652 4.439 -1.505
H 4.760 5.888 -1.064
H 2.328 3.778 -2.369
H 0.706 2.500 -1.002
H 3.222 2.875 2.403
H 4.855 4.173 1.055
H 2.579 1.137 3.870
H 4.623 0.265 4.964
H 5.749 -1.747 4.077
H 5.838 -3.603 2.397
H 4.753 -4.735 0.448
H 2.701 -3.755 -0.525
C -4.462 -0.186 1.464
C -3.583 -1.423 1.684
C -3.317 -1.608 3.186
C -4.250 -2.670 1.085
C -2.288 -1.256 1.042
C -1.167 -1.215 0.583
H -5.399 -0.305 2.007
H -4.685 -0.058 0.406
H -3.958 0.709 1.822
H -4.250 -1.820 3.705
H -2.875 -0.703 3.601
H -2.625 -2.432 3.351
H -5.181 -2.883 1.604
H -3.591 -3.531 1.172
H -4.463 -2.511 0.030
N 3.570 0.332 -0.718
C 4.685 0.305 -1.465
C 4.426 -0.518 -2.536
C 3.109 -0.944 -2.351
N 2.600 -0.414 -1.250
H 3.402 0.866 0.123
H 5.561 0.853 -1.181
H 5.083 -0.772 -3.341
H 2.535 -1.602 -2.973
C -6.775 2.763 -2.317
C -5.710 3.264 -1.409
C -5.870 4.266 -0.485
C -4.772 4.686 0.285
N -3.557 4.153 0.083
C -3.401 3.204 -0.792
S -1.872 2.546 -1.147
N -4.465 2.695 -1.510
C -4.880 5.749 1.316
H -7.653 3.398 -2.243
H -7.059 1.741 -2.058
H -6.427 2.759 -3.352
H -6.829 4.743 -0.376
H -4.292 1.959 -2.181
H -5.768 6.354 1.159
H -3.990 6.375 1.289
H -4.932 5.304 2.310
```

Computed properties:
highest occupied orbital energy (spin up / spin down) = -0.3486 / -0.3485 Eh
HOMO-LUMO gap (spin up / spin down) = 4.812 / 5.012 eV
expectation value of S² = 0.761
net charge = +1
2S+1 = 2
molar mass = 1032.1 g mol⁻¹
energy relative to the best compared isomer or geometry (same formula, charge and spin) = 0.2998 eV

Mulliken atomic charge list, values in e, 5 entries: 1.00, 0.31, 0.19, -0.58, -0.86